(1)
# C21H24N3O4PRuS4

A structure of composition C21H24N3O4PRuS4 (ωB97M-V/def2-TZVPD, the Open Molecules 2025 dataset).

Computed properties:
Charge = -1
Multiplicity = 2

Each line ends with the natural charge from an NBO analysis.
Element x y z (Å)
Ru1 -0.863 0.778 0.095  0.739
S1 -2.551 2.777 0.456  -0.382
S2 -5.339 4.429 0.086  -0.369
S3 -5.290 3.056 -1.283  0.078
S4 -3.501 1.840 -0.992  0.067
O1 -0.437 0.439 -4.396  -0.684
C1 -0.248 0.417 -3.190  0.799
O2 -0.939 0.966 -2.298  -0.746
C2 1.050 -0.332 -2.696  -0.833
P1 0.982 -0.591 -0.882  0.930
C3 -0.237 -1.931 -0.704  -0.351
C4 -0.372 -2.455 0.584  -0.210
C5 -1.236 -3.499 0.827  -0.188
C6 -1.994 -4.017 -0.211  -0.193
C7 -1.902 -3.474 -1.480  -0.214
C8 -1.026 -2.432 -1.734  -0.153
C9 2.533 -1.556 -0.704  -0.321
C10 3.735 -0.862 -0.824  -0.146
C11 4.943 -1.533 -0.785  -0.238
C12 4.970 -2.909 -0.603  -0.220
C13 3.781 -3.600 -0.442  -0.198
C14 2.573 -2.930 -0.492  -0.213
H1 1.900 0.316 -2.928  0.242
H2 1.203 -1.281 -3.221  0.244
H3 0.230 -2.037 1.386  0.204
H4 -1.340 -3.901 1.823  0.209
H5 -2.677 -4.829 -0.015  0.208
H6 -2.523 -3.858 -2.279  0.207
H7 -0.971 -2.010 -2.726  0.214
H8 3.711 0.212 -0.959  0.202
H9 5.872 -0.992 -0.905  0.206
H10 5.913 -3.440 -0.588  0.206
H11 3.793 -4.673 -0.293  0.208
H12 1.653 -3.483 -0.378  0.239
N1 -0.829 0.838 2.708  -0.792
C15 -1.736 0.000 3.487  -0.205
C16 -3.135 0.020 2.882  -0.540
C17 -3.227 -0.943 1.655  0.801
O3 -3.911 -1.950 1.772  -0.705
O4 -2.575 -0.601 0.634  -0.779
H13 0.116 0.787 3.077  0.367
H14 -1.150 1.805 2.763  0.388
H15 -1.788 0.340 4.540  0.166
H16 -1.351 -1.024 3.492  0.191
H17 -3.379 1.039 2.569  0.230
H18 -3.874 -0.310 3.611  0.215
C18 -0.104 3.930 -1.600  -0.689
C19 0.658 3.794 -0.342  0.412
N2 0.733 2.728 0.422  -0.476
C20 1.574 3.036 1.449  -0.095
C21 2.018 4.314 1.309  -0.107
N3 1.430 4.786 0.167  -0.519
H19 -0.550 2.962 -1.837  0.300
H20 0.552 4.230 -2.418  0.213
H21 -0.896 4.670 -1.493  0.244
H22 1.823 2.320 2.207  0.205
H23 2.684 4.909 1.898  0.211
H24 1.523 5.719 -0.201  0.418

Cartesian forces (eV/Å) of the 3 atoms listed first:
0.1 2.6 1.5
1.0 -0.6 0.5
0.1 0.0 0.0

(2)
# C4H13N2OS

A cluster of 2 separate species, C4H13N2OS in total (ωB97M-V/def2-TZVPD, the Open Molecules 2025 dataset).

Computed properties:
Charge = -1

Each line ends with the natural charge from an NBO analysis.
Element x y z (Å)
C1 0.250 0.122 1.560  -0.644
C2 -0.709 -0.350 0.491  -0.064
C3 -0.728 0.519 -0.835  -0.522
S1 -1.917 2.026 -0.737  -0.768
N1 -0.347 -1.789 0.165  -0.681
C4 0.982 -2.137 0.278  -0.061
N2 1.132 -2.904 1.538  -0.859
H1 0.360 -0.315 2.494  0.194
H2 -0.042 1.195 1.895  0.241
H3 1.208 -0.044 1.228  0.192
H4 -1.795 -0.309 0.867  0.208
H5 0.260 1.016 -1.126  0.191
H6 -1.045 -0.114 -1.706  0.180
H7 -0.929 -2.278 -0.507  0.374
H8 1.392 -2.727 -0.440  0.173
H9 1.708 -1.274 0.260  0.174
H10 0.639 -3.755 1.593  0.340
H11 0.797 -2.381 2.220  0.336
H12 -0.510 4.701 -2.524  0.486
H13 -0.660 5.477 -3.688  0.450
O1 -0.045 5.321 -3.025  -0.940

Cartesian forces (eV/Å) of the 3 atoms listed first:
-2.3 3.5 0.1
-1.6 -1.0 -1.0
0.0 1.5 -0.1

Sequential relative energy (zero: lowest compared OMol25 entry of this formula, charge and spin) output: 102.5, 50.5 kcal per mole
Sequential largest force on an atom output: 0.0577, 0.1022 Eh/bohr
Sequential molar mass output: 642.75, 137.23 g/mol